1.
Computed, not measured: one molecule with the formula C24H30N4O4 in a non-equilibrium geometry, with wB97M-V/def2-TZVPD.

CARTESIAN COORDINATES (ANGSTROEM)
C1 -2.849 -3.753 -3.171
C2 -1.666 -4.702 -2.995
O1 -0.423 -4.034 -3.003
C3 -0.035 -3.285 -1.920
C4 -0.690 -3.292 -0.695
C5 -0.216 -2.566 0.381
C6 0.937 -1.809 0.261
C7 1.462 -1.016 1.442
C8 1.735 -1.936 2.611
C9 2.842 -2.788 2.548
N1 3.767 -3.473 2.531
C10 0.911 -1.997 3.683
N2 1.008 -2.916 4.690
O2 -0.148 -1.159 3.874
C11 -0.311 -0.133 2.983
C12 -1.311 0.811 3.305
C13 -1.521 1.878 2.484
C14 -2.591 2.875 2.797
N3 -0.766 2.042 1.366
C15 -0.940 3.194 0.500
C16 -0.250 4.465 1.040
N4 0.529 5.106 -0.003
C17 1.810 4.457 -0.202
C18 0.697 6.525 0.227
C19 0.238 1.134 0.984
O3 0.884 1.333 -0.033
C20 0.437 0.008 1.855
C21 1.585 -1.777 -0.960
C22 1.120 -2.490 -2.059
O4 1.894 -2.391 -3.180
C23 1.294 -2.374 -4.463
C24 0.289 -1.238 -4.620
H1 -3.775 -4.322 -3.196
H2 -2.896 -3.037 -2.353
H3 -2.747 -3.204 -4.104
H4 -1.780 -5.306 -2.087
H5 -1.607 -5.382 -3.850
H6 -1.580 -3.887 -0.558
H7 -0.753 -2.604 1.318
H8 2.380 -0.505 1.129
H9 0.553 -2.685 5.557
H10 1.866 -3.440 4.744
H11 -1.895 0.668 4.197
H12 -3.069 2.614 3.737
H13 -2.180 3.878 2.883
H14 -3.350 2.883 2.017
H15 -2.002 3.371 0.330
H16 -0.476 2.934 -0.454
H17 -1.004 5.179 1.380
H18 0.376 4.194 1.909
H19 2.281 4.872 -1.091
H20 2.486 4.605 0.656
H21 1.669 3.389 -0.350
H22 1.240 6.953 -0.614
H23 -0.280 7.004 0.285
H24 1.255 6.749 1.151
H25 2.473 -1.182 -1.095
H26 2.140 -2.226 -5.140
H27 0.822 -3.335 -4.688
H28 -0.565 -1.394 -3.965
H29 0.754 -0.290 -4.358
H30 -0.058 -1.193 -5.649

Output
**E_HOMO**: -7.79 eV
**Total charge**: 0
**E_tot**: -1452.5061 Eh
**Structure (SMILES)**: CCOc1ccc([C@@H]2C(C#N)=C(N)Oc3cc(C)n(CCN(C)C)c(=O)c32)cc1OCC
**Relative energy (zero: lowest compared OMol25 entry of this formula, charge and spin)**: 71.16 kcal/mol
**Kohn-Sham gap**: 0.30533 hartree
**Largest force on an atom**: 1.24 eV/A
**Lowest unoccupied orbital energy**: 0.5 eV

---

2.
Computed, not measured: one molecule with the formula C24H30N4O5 in a non-equilibrium geometry, with wB97M-V/def2-TZVPD.

CARTESIAN COORDINATES (ANGSTROEM)
O1 -2.804 -2.540 -0.266
C1 -2.895 -1.645 0.561
N1 -1.846 -1.184 1.274
C2 -0.519 -1.727 1.150
C3 0.521 -0.737 0.620
O2 1.437 -0.403 1.362
N2 0.419 -0.288 -0.642
C4 -0.580 -0.705 -1.603
C5 -1.595 0.399 -1.914
C6 -2.784 -0.085 -2.759
C7 -3.922 0.852 -2.325
C8 -3.318 1.621 -1.134
O3 -2.181 0.895 -0.724
C9 1.413 0.669 -1.141
C10 2.702 -0.090 -1.540
O4 2.976 -0.273 -2.710
N3 3.430 -0.508 -0.502
C11 4.613 -1.329 -0.626
C12 5.741 -0.771 0.245
C13 5.441 -1.288 1.661
C14 4.461 -2.465 1.491
C15 4.374 -2.713 -0.017
C16 1.631 1.821 -0.191
C17 2.868 2.437 -0.047
C18 2.988 3.514 0.816
C19 1.861 3.942 1.499
N4 0.672 3.383 1.347
C20 0.561 2.358 0.526
C21 -4.173 -0.994 0.874
C22 -5.411 -1.190 0.318
C23 -6.284 -0.300 0.978
C24 -5.518 0.368 1.887
O5 -4.245 -0.042 1.834
H1 -1.974 -0.378 1.865
H2 -0.157 -2.031 2.140
H3 -0.582 -2.613 0.511
H4 -1.116 -1.578 -1.236
H5 -0.073 -0.979 -2.534
H6 -1.100 1.239 -2.432
H7 -2.573 -0.029 -3.824
H8 -3.016 -1.117 -2.496
H9 -4.798 0.286 -2.016
H10 -4.214 1.537 -3.119
H11 -3.014 2.632 -1.445
H12 -3.990 1.705 -0.281
H13 1.017 1.078 -2.077
H14 3.055 -0.367 0.431
H15 4.866 -1.366 -1.688
H16 5.783 0.316 0.203
H17 6.692 -1.163 -0.113
H18 6.358 -1.601 2.159
H19 4.988 -0.505 2.269
H20 3.480 -2.195 1.880
H21 4.797 -3.354 2.023
H22 5.165 -3.388 -0.344
H23 3.415 -3.132 -0.318
H24 3.722 2.086 -0.607
H25 3.938 4.008 0.953
H26 1.903 4.773 2.190
H27 -0.434 1.942 0.429
H28 -5.649 -1.889 -0.457
H29 -7.333 -0.175 0.805
H30 -5.759 1.130 2.603

Output
**E_HOMO**: -9.01 eV
**Total charge**: 0
**E_tot**: -1527.8093 Eh
**Structure (SMILES)**: O=C(NCC(=O)N(C[C@H]1CCCO1)[C@H](C(=O)NC1CCCC1)c1cccnc1)c1ccco1
**Relative energy (zero: lowest compared OMol25 entry of this formula, charge and spin)**: 48.92 kcal/mol
**Kohn-Sham gap**: 0.35470 hartree
**Largest force on an atom**: 1.34 eV/A
**Lowest unoccupied orbital energy**: 0.6 eV

---

3.
Computed, not measured: one molecule with the formula C24H30N4O5, with wB97M-V/def2-TZVPD.

CARTESIAN COORDINATES (ANGSTROEM)
C1 -5.844 -1.580 -0.050
C2 -5.183 -1.860 1.297
O1 -4.128 -0.964 1.597
C3 -2.883 -1.218 1.109
C4 -2.552 -2.238 0.223
C5 -1.241 -2.420 -0.180
C6 -0.235 -1.588 0.290
N1 1.100 -1.724 -0.120
C7 1.724 -2.830 -0.584
O2 1.217 -3.919 -0.741
C8 3.196 -2.583 -0.946
N2 3.695 -1.317 -0.455
C9 4.822 -0.800 -1.216
C10 5.327 0.491 -0.541
N3 4.240 0.997 0.265
C11 4.176 2.409 0.555
C12 2.705 2.853 0.576
O3 2.295 3.752 1.272
N4 1.974 2.111 -0.299
C13 0.601 2.067 -0.510
C14 0.118 1.151 -1.447
C15 -1.237 0.999 -1.633
C16 -2.136 1.764 -0.892
C17 -3.583 1.518 -1.067
O4 -4.044 0.633 -1.748
O5 -4.330 2.399 -0.385
C18 -5.738 2.247 -0.440
C19 -1.652 2.708 0.009
C20 -0.295 2.865 0.200
C21 4.017 0.154 1.424
C22 4.018 -1.313 0.962
C23 -0.563 -0.564 1.176
C24 -1.868 -0.380 1.576
H1 -5.095 -1.420 -0.821
H2 -6.477 -2.418 -0.332
H3 -6.458 -0.686 0.009
H4 -5.905 -1.716 2.107
H5 -4.821 -2.894 1.347
H6 -3.303 -2.899 -0.175
H7 -0.996 -3.219 -0.859
H8 1.697 -0.915 0.006
H9 3.780 -3.449 -0.598
H10 3.245 -2.581 -2.039
H11 5.644 -1.532 -1.287
H12 4.468 -0.587 -2.228
H13 5.596 1.228 -1.298
H14 6.226 0.283 0.063
H15 4.640 2.688 1.512
H16 4.676 2.973 -0.237
H17 2.523 1.388 -0.760
H18 0.815 0.548 -2.012
H19 -1.624 0.277 -2.335
H20 -6.017 1.651 -1.311
H21 -6.171 3.244 -0.504
H22 -6.079 1.752 0.471
H23 -2.348 3.309 0.572
H24 0.083 3.584 0.908
H25 3.049 0.424 1.854
H26 4.786 0.310 2.199
H27 5.001 -1.777 1.147
H28 3.272 -1.888 1.512
H29 0.208 0.092 1.552
H30 -2.128 0.411 2.261

Output
**E_HOMO**: -7.77 eV
**Total charge**: 0
**E_tot**: -1527.8102 Eh
**Structure (SMILES)**: CCOc1ccc(NC(=O)CN2CCN(CC(=O)Nc3ccc(C(=O)OC)cc3)CC2)cc1
**Relative energy (zero: lowest compared OMol25 entry of this formula, charge and spin)**: 48.36 kcal/mol
**Kohn-Sham gap**: 0.30566 hartree
**Largest force on an atom**: 0.62 eV/A
**Lowest unoccupied orbital energy**: 0.6 eV

---

4.
Computed, not measured: a 5-piece molecular cluster, C24H30N5O3PS overall, with wB97M-V/def2-TZVPD.

CARTESIAN COORDINATES (ANGSTROEM)
N1 3.414 -1.717 1.339
P1 2.583 -3.025 1.146
C1 0.801 -2.802 1.383
C2 0.326 -1.539 0.657
C3 -1.099 -1.219 1.051
O1 -1.983 -2.292 0.619
S1 -1.747 -3.692 1.312
O2 -1.844 -3.543 2.735
O3 -2.577 -4.619 0.616
C4 -0.037 -3.993 0.913
H1 4.170 -1.778 2.007
H2 2.608 -3.561 -0.164
H3 2.921 -4.145 1.934
H4 0.644 -2.675 2.461
H5 0.972 -0.683 0.845
H6 0.339 -1.741 -0.421
H7 -1.445 -0.315 0.561
H8 -1.205 -1.103 2.132
H9 -0.002 -4.121 -0.170
H10 0.221 -4.935 1.399
C5 -0.187 3.843 -2.218
C6 0.372 2.644 -2.629
C7 0.362 1.573 -1.749
N2 -0.159 1.633 -0.524
C8 -0.689 2.793 -0.139
C9 -0.728 3.921 -0.944
H11 -0.200 4.701 -2.877
H12 0.814 2.537 -3.610
H13 0.802 0.625 -2.037
H14 -1.102 2.820 0.864
H15 -1.176 4.835 -0.580
C10 5.160 -3.348 -3.364
C11 5.025 -2.511 -4.460
C12 4.490 -1.246 -4.263
N3 4.098 -0.786 -3.077
C13 4.236 -1.597 -2.028
C14 4.756 -2.881 -2.124
H16 5.571 -4.343 -3.475
H17 5.327 -2.827 -5.450
H18 4.372 -0.567 -5.100
H19 3.926 -1.206 -1.064
H20 4.851 -3.494 -1.238
C15 -5.732 -4.328 4.029
C16 -7.048 -3.895 4.069
C17 -7.738 -3.767 2.873
N4 -7.206 -4.034 1.682
C18 -5.941 -4.449 1.659
C19 -5.166 -4.615 2.798
H21 -5.156 -4.438 4.939
H22 -7.534 -3.659 5.006
H23 -8.769 -3.431 2.869
H24 -5.519 -4.657 0.682
H25 -4.141 -4.949 2.711
C20 0.640 8.646 0.707
C21 1.272 9.656 0.001
C22 1.885 9.338 -1.202
N5 1.902 8.112 -1.719
C23 1.291 7.151 -1.030
C24 0.648 7.365 0.181
H26 0.151 8.853 1.651
H27 1.293 10.672 0.371
H28 2.389 10.106 -1.780
H29 1.325 6.159 -1.466
H30 0.174 6.542 0.699

Output
**E_HOMO**: -9.25 eV
**Total charge**: 0
**E_tot**: -2171.5115 Eh
**Structure (SMILES)**: N=[PH2][C@H]1CCOS(=O)(=O)C1.c1ccncc1.c1ccncc1.c1ccncc1.c1ccncc1
**Kohn-Sham gap**: 0.35878 hartree
**Largest force on an atom**: 0.35 eV/A
**Lowest unoccupied orbital energy**: 0.5 eV

---

> Number 4 is which compound?

C24H30N5O3PS

---

> Kohn-Sham gap of number 2 (C24H30N4O5)?

0.35470 hartree